83
Properties=species:S:1:pos:R:3:forces:R:3:lowdin_spin:R:1 method="wB97M-V/def2-TZVPD" de_lowest_kj_mol=50.91 charge=+1 spin_multiplicity=2 s_squared=0.7528
Cu -0.015716 -0.913449 -0.704767 -0.0590 -0.7640 -1.0001 0.72
C 4.219404 -0.284586 -1.524909 0.0743 -0.0810 -0.1449 0.00
C 2.936551 -0.106165 -1.025198 -0.0548 0.0460 0.0208 0.00
N 1.925975 -0.807938 -1.512415 -0.2016 -0.0136 0.2584 0.06
C 2.168610 -1.704573 -2.475668 -0.0805 -0.0126 -0.0041 0.00
C 3.459423 -1.884546 -2.942788 0.1561 0.0488 -0.0117 0.00
N 4.479777 -1.172900 -2.475240 -0.0568 0.0200 0.0198 0.00
C 0.982884 -2.460864 -2.941452 0.0647 0.1061 -0.0144 0.01
C 0.983987 -3.445220 -3.910215 0.0242 -0.0251 -0.0562 0.00
C -0.210287 -4.098129 -4.210055 -0.0150 -0.0569 -0.0617 0.00
C -1.355656 -3.758926 -3.492850 -0.0204 -0.0207 -0.0422 0.00
C -1.282116 -2.754018 -2.547183 -0.0780 0.0375 0.0643 0.01
N -0.138334 -2.117376 -2.314074 0.0635 -0.0517 0.1979 0.07
C -2.398719 -2.290293 -1.692959 0.0650 -0.0090 -0.0150 0.00
C -3.693142 -2.773223 -1.758255 -0.1469 0.0101 0.0412 0.00
N -4.651452 -2.330565 -0.948817 0.0570 0.0164 0.0159 0.00
C -4.314920 -1.411163 -0.055967 -0.0959 -0.1141 -0.1237 0.00
C -3.018761 -0.916564 0.031179 0.0229 0.0600 -0.0063 0.00
N -2.080407 -1.349107 -0.793688 0.2993 0.1191 0.1452 0.06
C -0.259329 -5.132466 -5.270447 -0.0242 0.0423 0.0960 0.00
C 0.426044 -4.955444 -6.464832 0.0454 0.0377 -0.0265 0.00
C 0.344829 -5.946541 -7.431397 -0.0474 -0.1044 0.0263 0.00
N -0.353152 -7.068389 -7.273352 -0.0050 0.0523 0.0545 0.00
C -1.008568 -7.231036 -6.126065 0.0566 0.0230 -0.1031 0.00
C -0.998120 -6.296395 -5.102119 -0.0310 -0.0122 0.0505 0.00
H 5.050979 0.298891 -1.151610 -0.0195 -0.0066 0.0425 0.00
H 2.715553 0.592176 -0.229252 0.0085 -0.0119 -0.0128 0.00
H 3.689818 -2.616920 -3.706099 -0.0227 0.0078 -0.0018 0.00
H 1.896127 -3.729478 -4.415116 -0.0088 0.0104 -0.0088 0.00
H -2.286340 -4.271891 -3.688011 -0.0026 0.0312 -0.0332 0.00
H -3.979403 -3.531727 -2.475635 0.0166 0.0104 -0.0052 0.00
H -5.094861 -1.051877 0.602797 0.0351 0.0028 0.0364 0.00
H -2.733229 -0.174794 0.761710 -0.0093 0.0110 -0.0417 0.00
H 0.989584 -4.051302 -6.658672 0.0089 -0.0244 -0.0089 0.00
H 0.864926 -5.835644 -8.375521 -0.0081 0.0160 -0.0013 0.00
H -1.566576 -8.153804 -6.020479 0.0025 0.0012 0.0115 0.00
H -1.534523 -6.490943 -4.181757 0.0116 -0.0257 -0.0183 0.00
O 1.515762 -1.430188 1.222560 -0.2008 -0.2506 0.2044 0.00
Cl 0.456601 -2.352846 1.633624 0.0881 -0.1449 0.2681 0.00
O 0.950463 -3.346280 2.520193 -0.1497 0.2327 -0.2951 0.00
O -0.622305 -1.589780 2.221263 0.1885 -0.2197 -0.1128 0.00
O -0.043064 -2.953817 0.381726 0.1188 0.0654 0.2557 0.00
C 2.760485 3.341442 1.542018 -0.0523 0.0441 0.0745 0.00
C 1.931648 2.688426 2.658728 0.2632 -0.0577 -0.0247 0.00
C 2.443225 1.246996 2.817462 0.0313 0.0725 0.0127 0.00
C 2.183267 3.464752 3.970149 -0.0909 0.0041 -0.0093 0.00
Si 0.081615 2.753030 2.319256 -0.1830 -0.3687 -0.6814 0.00
Br -0.168843 1.253927 0.172238 -0.0079 1.0874 0.7391 0.04
C -0.596133 4.298237 1.443670 -0.0484 0.0670 -0.1476 0.00
C -0.302368 5.504366 2.364120 0.0181 -0.0488 -0.0187 0.00
C -2.112870 4.201269 1.200652 0.0788 0.0758 0.0749 0.00
C 0.038299 4.582003 0.067194 -0.0059 -0.0201 0.1211 0.00
C -1.059383 1.958706 3.599079 -0.0577 -0.1312 0.0812 0.00
C -0.360668 0.883654 4.446074 -0.0347 0.0426 0.0203 0.00
C -2.275772 1.279782 2.947533 0.0142 0.0801 0.0763 0.00
C -1.534040 3.079393 4.549944 0.0558 0.0012 -0.0453 0.00
H 3.819867 3.194323 1.769741 -0.0078 0.0055 -0.0068 0.00
H 2.590795 4.415948 1.473978 0.0131 -0.0098 -0.0223 0.00
H 2.557051 2.892524 0.566788 0.0230 0.0354 -0.0009 0.00
H 3.532637 1.277180 2.916569 -0.0089 0.0085 0.0030 0.00
H 2.196399 0.622575 1.959952 0.0042 0.0017 0.0548 0.00
H 2.052979 0.755950 3.703418 0.0095 -0.0339 -0.0221 0.00
H 3.260256 3.493847 4.157105 -0.0158 -0.0090 0.0130 0.00
H 1.711394 2.987114 4.829694 0.0371 0.0019 -0.0044 0.00
H 1.828313 4.496308 3.921447 0.0614 -0.0095 0.0087 0.00
H -0.663483 5.364462 3.384074 0.0051 0.0432 -0.0172 0.00
H -0.807766 6.383127 1.953904 0.0229 -0.0025 0.0115 0.00
H 0.765123 5.729122 2.406738 -0.0284 0.0103 -0.0146 0.00
H -2.689752 4.153461 2.122674 -0.0283 -0.0178 -0.0264 0.00
H -2.362163 3.338307 0.580890 -0.0255 0.0342 -0.0070 0.00
H -2.430775 5.099258 0.662781 -0.0046 -0.0178 0.0138 0.00
H 1.122995 4.586892 0.084653 0.0150 0.0671 -0.0201 0.00
H -0.294512 5.570210 -0.263328 -0.0133 -0.0314 -0.0046 0.00
H -0.280013 3.851157 -0.673143 -0.0338 0.0548 -0.0421 0.00
H -0.009614 0.052272 3.837710 0.0038 0.0088 0.0288 0.00
H -1.092488 0.483546 5.154417 0.0110 0.0085 -0.0075 0.00
H 0.467584 1.285252 5.028913 -0.0189 -0.0218 0.0218 0.00
H -1.957889 0.358560 2.463167 0.0000 0.0004 0.0568 0.00
H -2.789028 1.911409 2.224493 -0.0399 -0.0073 0.0087 0.00
H -2.988163 1.017647 3.735656 0.0069 -0.0075 -0.0168 0.00
H -0.698059 3.595261 5.030546 -0.0347 -0.0215 0.0237 0.00
H -2.137026 2.624080 5.339986 0.0167 0.0070 0.0000 0.00
H -2.151439 3.824328 4.050867 -0.0200 -0.0048 0.0355 0.00



96
Properties=species:S:1:pos:R:3:forces:R:3:mulliken_charge:R:1 method="wB97M-V/def2-TZVPD" charge=-1
C 3.804107 2.009258 4.007843 -4.1896 -5.8215 -5.8610 -0.80
C 3.257481 1.202186 2.964806 2.4619 4.3292 6.5713 -0.07
C 2.447052 0.278406 1.829240 1.3254 0.4912 0.9235 0.22
Al 0.467252 0.170567 2.497798 0.8949 0.6371 0.3719 -0.53
Cl 0.029563 2.281565 3.307252 -0.1479 -0.7790 -0.2974 -0.44
C 0.469415 -1.113620 4.106691 0.4648 -2.3318 0.8555 -0.21
C 0.820492 -2.667415 3.595241 1.8065 -0.1195 1.1197 0.18
C -0.487097 -3.514073 3.011587 0.7174 0.8005 -0.5273 -0.74
N 2.082006 -3.218398 3.684816 -4.5345 2.4003 -0.2239 -0.48
C -0.840206 -0.332833 0.998687 -5.6387 0.5830 0.1092 0.50
Br -0.092846 -1.066985 -0.706627 -0.6753 0.4468 1.3082 -0.22
C -2.331399 -0.146587 1.124556 5.1388 -0.5323 0.4861 0.09
C -2.906214 0.459964 2.564563 -0.2469 0.1218 -1.5413 -0.65
Br -3.530255 -0.644723 -0.434570 0.9430 0.6284 1.9945 -0.22
H 3.914404 2.465349 5.106452 -0.3746 -1.3145 -3.2461 0.27
H 2.526058 0.719166 0.747921 0.1363 -0.7708 2.3055 0.04
H 2.831482 -0.842423 1.873232 -0.3622 2.4185 -0.0996 0.25
H -0.561526 -1.123718 4.694643 2.1002 -0.1146 -1.1338 0.20
H 1.348933 -0.839712 4.861220 -1.9183 -0.3604 -1.5567 0.27
H -0.173069 -4.019170 1.985392 -0.6708 0.8492 2.3000 0.18
H -0.881581 -4.305451 3.793625 0.9408 1.6303 -1.6173 0.31
H -1.345741 -2.729267 2.751706 1.8901 -1.7445 0.6841 0.16
H 2.726411 -2.499259 4.112946 -0.9967 -0.7237 -0.5601 0.22
H -2.399986 -0.102711 3.480017 -1.1728 1.2621 -2.0702 0.13
H -4.071286 0.355180 2.535059 2.2620 0.0169 0.3220 0.35
H -2.660214 1.614421 2.567104 -0.3868 -2.4799 0.1954 0.13
C 1.086170 -0.801929 -4.573900 -1.2842 -0.0367 0.2649 -0.17
C 1.962975 -0.106405 -3.583722 -0.5841 0.6920 1.0650 0.42
O 3.253870 -0.597992 -3.890396 0.4664 -0.6480 -1.4193 -0.28
C 3.222541 -1.011221 -5.191133 1.2797 -0.2919 -0.6198 0.65
O 4.206829 -1.333733 -5.835219 -1.7923 0.5823 1.0672 -0.62
O 1.946819 -1.015424 -5.676920 1.3955 -0.0690 -0.0926 -0.34
H 0.224880 -0.194914 -4.866047 0.1814 -0.1602 -0.0562 0.21
H 0.731226 -1.771677 -4.209637 0.0405 0.0851 -0.0164 0.27
H 1.958697 0.981075 -3.712817 0.0128 -0.1150 0.0255 0.22
H 1.693136 -0.342762 -2.550774 0.2693 0.1075 -0.2226 -0.41
C 3.082153 -6.826969 3.431817 -0.5355 0.9481 -0.8559 -0.12
C 2.387950 -7.299443 4.667876 -1.0053 0.4883 0.3255 -0.25
O 3.152604 -8.423142 5.061221 0.9882 -0.2946 -0.2508 -0.33
C 4.397785 -8.263335 4.524898 1.8745 -1.0959 0.3174 0.65
O 5.360946 -8.958994 4.800696 -2.0217 1.3929 -0.5261 -0.57
O 4.424552 -7.223412 3.640976 0.3123 -1.0160 0.8754 -0.30
H 3.013442 -5.743180 3.304069 0.1046 -0.1181 0.0096 0.15
H 2.705776 -7.316671 2.527597 0.0341 -0.0186 0.0820 0.23
H 2.412715 -6.555869 5.471481 0.0095 -0.0344 -0.1116 0.24
H 1.349221 -7.583965 4.478804 0.2136 -0.0945 0.1199 0.28
C -2.906009 6.210183 5.114370 0.2926 0.9700 0.2963 -0.32
C -2.497423 4.889476 5.681630 0.9222 -0.2641 0.7598 -0.20
O -3.457728 3.996143 5.150701 -0.6268 0.3494 -0.8266 -0.29
C -3.946642 4.569587 4.012377 -1.3758 -1.4206 -1.6311 0.67
O -4.667870 4.000999 3.209743 1.5491 1.3469 1.8160 -0.56
O -3.522488 5.861247 3.889157 -0.3303 -0.7860 -0.1111 -0.32
H -2.052592 6.872267 4.944179 -0.2029 -0.0964 -0.1455 0.30
H -3.637919 6.727282 5.743655 0.0192 -0.0336 -0.0359 0.25
H -1.502259 4.579845 5.345364 -0.1083 -0.0124 -0.0157 0.19
H -2.521928 4.880598 6.774781 -0.1068 -0.1610 -0.1867 0.28
C 7.228694 -4.120134 -4.794269 0.5670 -0.1094 -0.8997 -0.32
C 5.760991 -3.862596 -4.682405 -0.6910 0.5082 -0.8850 -0.09
O 5.459752 -4.265560 -3.359911 0.8435 -0.2051 0.7973 -0.30
C 6.620529 -4.184101 -2.646036 -0.1287 -0.2191 2.6344 0.64
O 6.692705 -4.295706 -1.433593 -0.0827 0.2291 -2.7758 -0.56
O 7.689130 -3.960581 -3.465551 -0.5054 -0.0612 0.6607 -0.33
H 7.725652 -3.413182 -5.464263 0.0187 -0.0820 0.2416 0.29
H 7.450337 -5.140199 -5.125063 0.0054 0.0383 0.0373 0.24
H 5.512917 -2.801810 -4.794158 0.0483 -0.2190 -0.0264 0.10
H 5.180593 -4.441487 -5.406063 -0.0250 0.0653 0.2517 0.31
C -4.714431 2.934903 -4.639894 -0.4378 0.6221 -0.8314 -0.31
C -5.408634 2.462428 -3.403835 -1.0757 0.2871 0.4161 -0.03
O -4.643980 1.338729 -3.010490 0.9402 -0.0705 -0.4449 -0.27
C -3.398799 1.498536 -3.546813 2.0668 -1.6110 0.7915 0.59
O -2.435638 0.802878 -3.271015 -2.1492 1.6153 -0.8628 -0.47
O -3.372032 2.538459 -4.430735 0.2351 -0.5806 0.5863 -0.34
H -4.783142 4.018691 -4.767642 0.1889 -0.1750 -0.0064 0.33
H -5.090808 2.445200 -5.544114 -0.0286 0.0374 0.1115 0.23
H -5.383869 3.206003 -2.600230 0.0450 -0.0514 -0.0465 0.24
H -6.447363 2.177907 -3.592907 0.2600 -0.0796 0.0814 0.06
C 6.360842 3.761949 -0.049057 0.8080 0.4638 -0.3862 -0.32
C 6.066590 3.294071 1.339286 0.5031 -0.0764 0.9245 -0.37
O 4.669953 3.068145 1.317405 -0.2927 0.1178 -1.4520 -0.15
C 4.323871 2.847914 0.015336 -2.3193 -0.8048 -0.2353 0.54
O 3.228644 2.453654 -0.348972 2.5279 1.0588 0.5129 -0.57
O 5.363143 3.125368 -0.825143 -0.5806 -0.2579 0.2096 -0.31
H 7.359204 3.468209 -0.384660 -0.2348 -0.0175 -0.1129 0.29
H 6.253820 4.846429 -0.156453 -0.0116 -0.0544 0.0139 0.26
H 6.573350 2.353501 1.579741 -0.0743 0.0675 -0.0031 0.26
H 6.326947 4.041137 2.094114 -0.2216 -0.1736 -0.0316 0.28
C -11.189908 2.738956 -4.499707 -1.1177 -0.1560 0.0438 -0.33
C -10.313103 3.434479 -3.509529 -0.3449 0.6243 0.9546 -0.32
O -9.022208 2.942893 -3.816203 0.1898 -0.4124 -0.9126 -0.25
C -9.053537 2.529664 -5.116940 1.9643 -0.6743 -1.3607 0.64
O -8.069249 2.207152 -5.761026 -2.1553 0.7530 1.4708 -0.51
O -10.329259 2.525461 -5.602727 1.0145 0.0332 0.1252 -0.33
H -12.051198 3.345971 -4.791854 0.1940 -0.1454 -0.1241 0.29
H -11.544852 1.769208 -4.135444 0.0504 0.0811 -0.0224 0.26
H -10.317380 4.521960 -3.638624 0.0070 -0.0977 -0.0064 0.26
H -10.582942 3.198123 -2.476581 0.2403 0.0134 -0.1523 0.29



79
Properties=species:S:1:pos:R:3:forces:R:3:lowdin_spin:R:1 method="wB97M-V/def2-TZVPD" de_lowest_kj_mol=44.34 spin_multiplicity=3 s_squared=2.0027
O -1.765323 0.366326 0.320861 -4.3475 -0.1810 2.8392 0.01
C -3.027740 0.904035 0.047679 -0.3513 -0.1297 -0.4070 0.00
C -4.024340 -0.175079 -0.306475 -0.2127 -0.3028 -0.0207 0.00
C -3.604426 -1.448714 -0.674389 0.1053 0.1131 0.1911 0.00
H -2.545632 -1.659732 -0.661267 -0.0419 -0.0505 -0.0853 0.00
C -4.521083 -2.426218 -1.034210 -0.1806 0.0156 -0.0030 0.00
H -4.174388 -3.408925 -1.330749 0.0186 0.0085 0.0092 0.00
C -5.881243 -2.147509 -1.017030 0.0900 -0.0168 -0.0071 0.00
H -6.599360 -2.907533 -1.297703 -0.0115 -0.0060 0.0002 0.00
C -6.313403 -0.885437 -0.629491 0.0340 0.0563 0.0038 0.00
H -7.371960 -0.660078 -0.603438 -0.0209 0.0091 0.0055 0.00
C -5.390408 0.089700 -0.280402 -0.0028 -0.0285 0.0184 0.00
H -5.729880 1.074495 0.016737 -0.0372 0.0628 -0.0193 0.00
H -3.415564 1.420622 0.932656 -0.0419 0.0576 0.2109 0.00
C -2.229298 3.212761 -0.523209 -0.2254 0.6436 0.9326 0.00
C -2.852030 1.956339 -1.039438 -3.6457 0.1910 0.8079 0.00
H -2.484955 4.094161 -1.105442 0.0292 0.0439 -0.1498 0.00
H -1.145768 3.114161 -0.493076 -0.6850 0.6729 0.2008 0.00
H -2.547046 3.393234 0.506727 -0.3399 0.0938 0.1370 0.00
C -3.191984 1.722651 -2.308824 -2.8759 0.0885 0.8159 0.00
C -3.036240 2.633065 -3.479467 -0.2541 0.6834 -0.3764 0.00
H -3.657730 0.769919 -2.537040 0.0394 -0.1017 0.0430 0.00
H -3.979607 2.888551 -3.953987 -0.4156 -0.1230 0.0355 0.00
H -2.397718 2.180598 -4.242458 -0.2467 -0.0136 0.0335 0.00
H -2.546008 3.566404 -3.190242 -0.2152 -0.0633 -0.1484 0.00
Tm -0.150302 0.557277 -0.612592 1.6122 -0.7387 -0.7223 1.99
Cl -0.356226 -1.352378 -1.917198 -0.2838 -3.0281 -2.0818 0.00
Cl -0.898047 1.951256 -2.305794 6.6438 0.7210 -4.4294 0.00
C 2.059490 0.812154 -2.512558 0.6944 -0.4751 0.0759 0.00
O 1.824322 0.756013 -1.294507 3.0018 1.0270 -1.2412 0.00
N 3.293056 0.870504 -3.021582 -0.0921 0.0895 0.2466 0.00
C 4.422034 1.297142 -2.220621 0.1057 -0.2662 0.0230 0.00
C 3.550369 0.491057 -4.393703 -0.1241 0.4560 -0.2547 0.00
H 1.253638 0.815958 -3.244762 -0.1253 -0.3254 -0.0487 0.00
H 4.088047 1.452555 -1.201992 -0.0026 -0.0070 0.0870 0.00
H 4.836521 2.226036 -2.613139 -0.0406 0.0649 -0.1095 0.00
H 5.202072 0.535870 -2.233681 0.0019 0.0144 0.0431 0.00
H 2.661237 0.040442 -4.823039 -0.0725 -0.0379 -0.0114 0.00
H 4.366256 -0.230665 -4.445268 -0.0377 -0.0475 0.1423 0.00
H 3.822622 1.363180 -4.989078 0.0860 0.0274 -0.0909 0.00
H 2.024344 4.566120 2.302252 0.0372 0.0520 0.0115 0.00
H 1.030066 3.406639 4.570699 0.0444 -0.0431 0.0198 0.00
C 0.968322 4.502420 2.037389 0.2798 0.1167 -0.1662 0.00
C 0.106000 3.277970 4.007852 -0.1011 0.1198 -0.0728 0.00
N 0.379720 3.299880 2.587051 -0.3393 -0.1725 -0.3328 0.00
H 0.872316 4.496287 0.956999 0.0304 -0.1149 -0.0625 0.00
C 0.027090 2.287712 1.794091 0.3418 0.6173 -0.0428 0.00
O 0.322957 2.224028 0.588644 1.0275 1.8412 2.3970 0.00
H -0.343905 2.326530 4.264487 -0.0724 -0.1207 0.1355 0.00
H -0.568429 1.509398 2.268368 -0.0716 -0.2422 0.0885 0.00
H 0.453238 5.383617 2.416952 -0.0581 -0.0437 0.1465 0.00
H -0.577574 4.085747 4.273574 -0.0205 -0.0232 0.0268 0.00
C 1.946080 -0.291626 2.470587 0.3608 1.1631 0.2016 0.00
P 0.907707 -1.173693 1.239933 1.5846 -0.5386 1.6354 0.00
C 2.285391 -1.727445 0.140990 0.9075 -1.1443 -0.0468 0.00
C 2.055751 -2.821633 -0.718741 0.6676 0.2304 0.1000 0.00
C 3.059232 -3.317869 -1.554035 -0.0751 0.2948 0.3065 0.00
C 4.325142 -2.744757 -1.541888 -0.1612 0.1390 0.1353 0.00
C 4.589456 -1.675644 -0.690012 -0.5979 -0.1331 0.0428 0.00
C 3.586418 -1.165732 0.142286 -0.3174 -0.7695 -0.4220 0.00
C 0.527531 -2.579524 2.371945 -0.2001 -0.9954 0.0578 0.00
C 0.856457 -2.650658 3.753734 -0.3066 -0.5017 -0.5986 0.00
C 0.576684 -3.799402 4.498885 -0.1733 0.0905 -0.5693 0.00
C -0.042817 -4.893031 3.900830 0.0146 0.1930 -0.2096 0.00
C -0.397101 -4.836705 2.555098 0.2460 0.3898 0.1282 0.00
C -0.117658 -3.692767 1.800913 0.0705 -0.1214 0.7031 0.00
H 2.400319 0.601927 1.998657 -0.1444 -0.4336 0.1747 0.00
H 2.756942 -0.933140 2.876233 -0.5622 0.4362 -0.1909 0.00
H 1.305724 0.110970 3.281661 0.3629 -0.3913 -0.2852 0.00
H 1.096600 -3.307788 -0.754731 -0.1414 0.0880 0.0364 0.00
H 2.849624 -4.154916 -2.210043 -0.0354 0.0478 0.0606 0.00
H 5.101864 -3.132724 -2.187419 0.0455 -0.0146 -0.0048 0.00
H 5.578652 -1.238081 -0.675003 0.0185 0.0422 0.0856 0.00
H 3.865495 -0.338999 0.769398 -0.1771 0.1844 0.2248 0.00
H 1.342302 -1.858924 4.295159 0.0761 0.2948 -0.1874 0.00
H 0.850189 -3.842902 5.546101 -0.0034 0.0719 -0.0357 0.00
H -0.250100 -5.782692 4.481461 -0.0123 0.0008 -0.0108 0.00
H -0.883049 -5.684966 2.090860 -0.0135 0.0393 -0.0367 0.00
H -0.408936 -3.687824 0.761974 -0.0630 0.1530 -0.1391 0.00



no.,energy (a.u.)
1,-6759.86107
2,-8652.51804
3,-3849.34370